Record 1
65
Properties=species:S:1:pos:R:3:mulliken_charge:R:1 method="wB97M-V/def2-TZVPD" homo_energy_ev=-17.6 total_charge=+3 total_energy_ev=-97019.5694 orbital_gap_ev=7.7 molar_mass_g_mol=510.25
Ga -0.8827 -0.8887 -0.3010 -2.113
C 0.4719 -2.3790 -2.8211 -1.101
C -0.7038 -1.5292 -3.1772 1.185
C -1.1149 -1.3521 -4.4955 -0.906
C -2.2163 -0.5704 -4.7693 -0.642
C -2.9212 0.0334 -3.7240 -0.695
C -2.4995 -0.1749 -2.4393 0.618
N -1.3953 -0.9503 -2.1797 0.564
C -3.2120 0.3230 -1.2232 0.657
C -4.4113 1.0026 -1.1125 -0.757
C -4.9266 1.1907 0.1708 -0.776
C -4.3097 0.6560 1.3029 -0.809
C -3.1161 -0.0168 1.1179 0.657
N -2.6040 -0.0758 -0.1084 0.216
C -2.3412 -0.8688 2.0669 0.571
C -2.6493 -1.0269 3.3911 -0.683
C -1.9463 -1.9790 4.1346 -0.615
C -0.9915 -2.7588 3.5192 -0.902
C -0.7050 -2.5671 2.1691 1.257
C 0.2380 -3.4625 1.4361 -1.454
N -1.3469 -1.6103 1.4792 0.566
H 0.1971 -3.4359 -2.8407 0.357
H 0.8718 -2.1357 -1.8311 -0.052
H 1.2837 -2.2393 -3.5338 0.476
H -0.5633 -1.8334 -5.2915 0.556
H -2.5410 -0.4263 -5.7918 0.496
H -3.7883 0.6460 -3.9267 0.514
H -4.9535 1.3560 -1.9777 0.500
H -5.8627 1.7219 0.2870 0.481
H -4.7786 0.7397 2.2730 0.506
H -3.4343 -0.4408 3.8481 0.506
H -2.1759 -2.1232 5.1825 0.505
H -0.4710 -3.5342 4.0648 0.563
H -0.2521 -4.4181 1.2357 0.367
H 1.1321 -3.6707 2.0219 0.476
H 0.5543 -3.0416 0.4769 0.227
C 1.6649 2.0467 -2.2489 -0.937
N 1.7776 2.2650 -0.8041 0.393
C 2.1658 3.6331 -0.4308 -1.023
P 1.8030 1.0173 0.2213 -0.757
O 0.5858 0.1090 -0.1716 1.358
N 1.6047 1.5544 1.7330 0.562
C 2.6243 1.4691 2.7850 -0.910
C 0.4006 2.2952 2.1065 -1.138
N 3.1478 0.1329 0.0630 0.480
C 3.2932 -1.1975 0.6453 -1.048
C 4.4201 0.7347 -0.3711 -0.936
H 0.9168 2.7217 -2.6660 0.355
H 1.3704 1.0193 -2.4584 0.138
H 2.6199 2.2398 -2.7413 0.371
H 1.3315 4.3166 -0.5873 0.325
H 3.0036 3.9567 -1.0502 0.383
H 2.4747 3.6774 0.6103 0.320
H 3.5105 0.9583 2.4205 0.268
H 2.2324 0.9253 3.6452 0.293
H 2.9116 2.4710 3.1073 0.326
H -0.2902 2.3527 1.2643 0.301
H 0.6538 3.3144 2.4035 0.413
H -0.0955 1.8081 2.9494 0.323
H 2.3386 -1.5451 1.0337 0.136
H 4.0101 -1.1846 1.4690 0.431
H 3.6512 -1.9004 -0.1088 0.312
H 4.2580 1.7336 -0.7667 0.289
H 4.8636 0.1173 -1.1518 0.320
H 5.1167 0.7983 0.4666 0.331

---

Record 2
89
Properties=species:S:1:pos:R:3:mulliken_charge:R:1 method="wB97M-V/def2-TZVPD" s_squared=12.605 spin_multiplicity=7 homo_energy_ev="-7.7 / -7.8" total_energy_ev=-126646.7056 orbital_gap_ev="7.0 / 7.1" e_above_lowest_kcal_mol=17.9 molar_mass_g_mol=902.19
Tb -1.2006 0.1549 -0.6503 0.000
N 2.6425 1.4324 2.3710 0.516
C 1.6167 0.6986 1.8893 -2.165
N 1.3011 0.5810 0.6498 1.016
C 2.1034 1.2260 -0.2930 0.443
N 1.9647 0.9815 -1.5427 -1.124
N 0.9671 0.2720 -2.0325 0.263
C 1.1907 -0.7510 -2.7769 0.020
C 0.1068 -1.3816 -3.5028 0.563
C 0.3742 -2.3681 -4.4594 -0.891
C -0.6773 -2.9232 -5.1657 -0.459
C -1.9615 -2.4714 -4.9039 -1.043
C -2.1311 -1.4792 -3.9480 -0.194
N -1.1392 -0.9526 -3.2458 0.195
C 3.1570 2.1259 0.1527 0.812
C 3.9062 2.9010 -0.7269 -0.520
C 4.9148 3.7171 -0.2535 -0.955
C 5.1709 3.7902 1.1103 -0.577
C 4.4211 3.0470 2.0052 -0.872
C 3.4207 2.2091 1.5260 -0.024
H 2.8345 1.4550 3.3617 0.313
H 1.0215 0.1652 2.6205 0.617
H 2.1977 -1.1485 -2.8989 0.323
H 1.3913 -2.6875 -4.6365 0.468
H -0.5006 -3.6727 -5.9225 0.452
H -2.8120 -2.8757 -5.4298 0.455
H -3.1170 -1.0767 -3.7565 0.674
H 3.6686 2.8506 -1.7756 0.570
H 5.5102 4.2935 -0.9457 0.456
H 5.9454 4.4445 1.4810 0.443
H 4.6029 3.1115 3.0688 0.482
Cl -3.6277 -6.4011 -3.0428 -0.238
C -2.7681 -5.0949 -2.3173 0.447
C -3.4439 -3.9325 -1.9861 -0.965
C -2.7344 -2.8990 -1.4126 0.823
Cl -3.5115 -1.3873 -1.0779 -0.122
C -1.3510 -2.9518 -1.1118 -0.754
O -0.7278 -1.9841 -0.5365 -0.032
C -0.7243 -4.1570 -1.5150 0.749
Cl 0.9811 -4.2588 -1.2974 -0.184
C -1.4033 -5.2029 -2.1029 -0.903
H -4.4985 -3.8251 -2.1819 0.513
H -0.8744 -6.0941 -2.3971 0.491
C 3.4056 -1.8983 3.1555 -1.414
C 3.5091 -1.7090 1.6849 0.645
C 4.5075 -1.1489 0.9172 -1.093
C 4.0782 -1.2822 -0.4161 0.952
N 2.8975 -1.8752 -0.4540 -0.179
N 2.5659 -2.1292 0.8091 0.244
C 4.7952 -0.8451 -1.6450 -1.621
H 4.3644 -1.6899 3.6242 0.334
H 3.1187 -2.9225 3.3797 0.402
H 2.6629 -1.2379 3.6031 0.228
H 5.4286 -0.7178 1.2492 0.478
H 1.6951 -2.6028 0.9991 0.202
H 5.8528 -0.7121 -1.4314 0.413
H 4.3821 0.0987 -2.0016 0.242
H 4.6920 -1.5931 -2.4288 0.363
C -0.1773 3.5582 0.9468 -0.667
Si -1.8172 2.9230 1.7240 0.183
C -3.2486 3.7640 0.7925 -0.983
C -1.8539 3.6638 3.4984 -1.253
C -1.8360 1.0346 1.6420 0.856
Si -3.4406 0.1843 2.1579 0.455
C -4.1082 0.6012 3.9058 -1.283
C -3.0227 -1.6999 2.2249 -0.801
C -4.8583 0.5900 0.9282 -1.252
H -0.2423 4.6109 0.6937 0.624
H 0.0312 3.0252 0.0190 0.081
H 0.6728 3.4449 1.6146 0.074
H -3.1138 4.8406 0.7665 0.392
H -4.1958 3.5644 1.2793 0.305
H -3.3080 3.4090 -0.2316 0.194
H -1.5842 4.7154 3.4920 0.362
H -1.1754 3.1578 4.1791 0.336
H -2.8501 3.5902 3.9212 0.288
H -1.0691 0.6768 2.3471 -0.680
H -3.3368 0.4748 4.6588 0.341
H -4.9417 -0.0358 4.1851 0.356
H -4.4497 1.6296 3.9518 0.311
H -2.7055 -1.9783 3.2260 0.388
H -2.2020 -1.9399 1.5465 0.028
H -3.8612 -2.3406 1.9696 0.357
H -5.5256 1.3398 1.3412 0.380
H -5.4688 -0.2775 0.6938 0.504
H -4.4612 0.9877 -0.0069 0.317
O -2.0326 3.1029 -3.9303 -0.641
C -1.9961 2.4231 -2.9697 0.708
N -1.9834 1.7451 -2.0023 -0.562

---

Record 3
47
Properties=species:S:1:pos:R:3:mulliken_charge:R:1 method="wB97M-V/def2-TZVPD" s_squared=6.009 spin_multiplicity=5 homo_energy_ev="-2.6 / -2.6" total_charge=-1 total_energy_ev=-116058.2862 orbital_gap_ev="4.2 / 4.3" e_above_lowest_kcal_mol=41.9 molar_mass_g_mol=519.40
C 2.0777 -0.9517 0.5668 -0.015
C 2.2605 -0.1419 1.7269 -1.297
C 1.4899 -0.7179 2.8113 -0.202
H 2.7794 0.7978 1.6906 0.463
C 0.7972 -1.8384 2.2400 -0.519
C 1.1526 -1.9593 0.8664 -0.429
H 0.8742 -2.7336 0.1555 0.372
H 2.6640 -0.9049 -0.3631 0.459
H 1.0942 -0.0798 3.6318 0.478
H 0.0010 -2.4219 2.6842 0.426
Pm -0.3840 0.7207 1.9496 0.806
Br 0.3150 3.4300 1.2304 -0.514
C -1.3531 0.6913 -2.7179 -0.352
C -1.0788 -0.7147 -2.6595 -0.683
C 0.3545 -0.8858 -2.6069 -0.620
H -1.8231 -1.4959 -2.4642 0.374
C 0.9563 0.4181 -2.6023 -0.540
C -0.0964 1.3970 -2.6705 -0.777
H 0.0393 2.4770 -2.5347 0.377
H -2.3396 1.1594 -2.6388 0.455
H 0.8751 -1.8311 -2.3896 0.509
H 2.0161 0.6237 -2.3831 0.413
C -1.7666 -0.7556 4.2063 -1.091
Si -3.0537 0.1693 3.2051 -0.093
C -4.6858 -0.7307 3.1502 -1.021
C -3.1485 1.9530 3.7553 -0.878
N -2.7060 0.2543 1.5325 0.226
C -3.4467 0.7463 0.4819 0.032
C -4.1230 -0.1533 -0.3761 -0.339
C -5.1656 0.3335 -1.1612 -0.631
C -5.4411 1.7154 -1.1665 -0.348
C -4.6558 2.6301 -0.4426 -0.769
C -3.5907 2.1511 0.3178 0.078
H -2.3141 -0.7610 5.1634 0.397
H -1.6110 -1.8000 3.8913 0.153
H -0.7936 -0.2656 4.3986 0.455
H -5.0532 -0.8376 4.1811 0.395
H -5.3858 -0.1423 2.5254 0.272
H -4.5242 -1.7173 2.6769 0.267
H -2.2086 2.5138 3.6168 0.284
H -3.9490 2.4465 3.1835 0.273
H -3.4018 1.8928 4.8209 0.359
H -3.8332 -1.2088 -0.3141 0.395
H -5.7588 -0.3512 -1.7733 0.359
H -6.2689 2.0930 -1.7748 0.322
H -4.8524 3.7047 -0.4640 0.353
H -2.9098 2.8023 0.8840 0.366